Record 1
{"formula": "C6H19N2O", "method": "ωB97M-V/def2-TZVPD", "homo_energy_ha": -0.454, "mol_weight_g_mol": 135.23, "total_charge": 1, "energy_ha": -424.423681, "gap_ev": 9.263, "largest_force_ev_per_a": 4.0, "symbols": ["O", "N", "N", "C", "C", "C", "C", "C", "C", "H", "H", "H", "H", "H", "H", "H", "H", "H", "H", "H", "H", "H", "H", "H", "H", "H", "H", "H"], "xyz": [[2.592, -0.983, -0.451], [0.091, -2.510, -0.108], [-0.132, -0.134, 1.027], [-0.428, -0.684, -1.858], [-0.733, 2.148, 0.884], [-0.309, 1.069, 1.871], [-1.355, -0.618, 0.393], [0.372, 2.563, -0.050], [-1.010, -1.629, -0.746], [-0.131, -2.770, 0.854], [0.129, -3.136, -0.829], [-1.119, 0.808, 2.564], [-1.509, 1.686, 0.344], [3.377, -0.472, -0.751], [-1.029, -0.589, -2.783], [-0.449, 0.348, -1.495], [3.088, -1.546, 0.252], [0.763, 0.078, 0.338], [1.051, -2.201, -0.172], [1.419, 2.132, 0.084], [0.565, 1.270, 2.392], [0.749, 3.573, 0.047], [0.089, 2.649, -1.055], [0.788, -0.878, -2.067], [-1.999, 0.146, -0.190], [-1.735, -2.439, -1.041], [-2.069, -0.936, 1.142], [-1.064, 3.055, 1.404]]}

Record 2
{"formula": "C17H50O8", "method": "ωB97M-V/def2-TZVPD", "homo_energy_ha": -0.359, "mol_weight_g_mol": 382.58, "smiles": "CC(C)O.CCO.CCO.CCO.CCO.CCO.CCO.CCO", "energy_ha": -1279.540811, "gap_ev": 10.047, "largest_force_ev_per_a": 1.1, "symbols": ["O", "O", "O", "O", "O", "O", "O", "O", "C", "C", "C", "C", "C", "C", "C", "C", "C", "C", "C", "C", "C", "C", "C", "C", "C", "H", "H", "H", "H", "H", "H", "H", "H", "H", "H", "H", "H", "H", "H", "H", "H", "H", "H", "H", "H", "H", "H", "H", "H", "H", "H", "H", "H", "H", "H", "H", "H", "H", "H", "H", "H", "H", "H", "H", "H", "H", "H", "H", "H", "H", "H", "H", "H", "H", "H"], "xyz": [[1.115, -0.070, 0.384], [-0.546, -3.727, -4.456], [2.459, 2.362, 0.801], [0.238, -0.080, 3.092], [-2.473, -3.889, 3.645], [-5.588, 3.279, -0.892], [5.690, 4.558, -4.244], [-0.583, -5.056, 0.740], [0.937, -3.988, -2.560], [-1.015, -3.691, 0.690], [-0.052, -0.173, -0.455], [4.355, 4.315, -3.839], [-2.763, -2.515, 3.911], [-1.293, 0.094, 0.372], [-2.147, -3.546, -0.283], [0.065, -3.061, -3.348], [3.171, 2.484, -0.453], [-3.690, -2.028, 2.818], [0.020, 0.830, -1.592], [4.530, 3.088, -0.210], [-3.783, 3.020, 0.660], [1.239, -0.022, 4.110], [-4.194, 2.956, -0.796], [3.932, 2.872, -4.048], [0.487, -0.139, 5.411], [-0.250, 0.658, 5.500], [1.944, -0.851, 3.995], [-4.500, -2.739, 2.669], [-3.173, -2.374, 4.918], [4.543, 2.230, -3.407], [0.377, -4.815, -2.105], [2.901, 2.741, -3.712], [4.407, 4.089, 0.206], [0.620, -0.275, 2.225], [1.125, -0.153, 6.297], [-1.428, -0.594, 1.208], [-0.039, -1.098, 5.425], [-1.233, 1.103, 0.780], [1.790, 0.924, 4.047], [-1.268, -3.392, 1.717], [0.655, -2.205, -3.704], [-2.210, 0.032, -0.221], [-0.127, -3.111, 0.436], [5.169, 3.106, -1.090], [-3.598, 3.676, -1.370], [-3.050, -4.086, 0.010], [1.682, -4.511, -3.159], [-1.369, -5.607, 0.814], [-4.408, 2.372, 1.274], [4.073, 2.594, -5.088], [4.206, 4.610, -2.791], [2.024, 3.195, 1.005], [3.204, 1.460, -0.824], [0.091, 1.848, -1.200], [2.587, 3.092, -1.149], [-2.746, 2.693, 0.727], [-0.733, -2.628, -2.733], [-0.037, -1.187, -0.859], [-4.020, 1.956, -1.210], [-1.834, -3.933, -1.254], [3.729, 4.998, -4.416], [-1.846, -1.910, 3.901], [5.032, 2.503, 0.565], [-4.086, -1.038, 3.044], [-1.607, -4.107, 3.998], [1.384, -3.451, -1.721], [1.389, 0.859, 0.424], [-3.117, -1.951, 1.892], [-2.453, -2.505, -0.428], [-3.856, 4.037, 1.041], [0.829, 0.626, -2.297], [-0.893, 0.793, -2.197], [-0.471, -3.180, -5.240], [-5.815, 3.441, -1.811], [6.291, 4.190, -3.589]]}

Record 3
{"formula": "C3H8O3Si", "method": "ωB97M-V/def2-TZVPD", "homo_energy_ha": -0.375, "mol_weight_g_mol": 120.18, "smiles": "O=[Si](O)O.C1CC1", "energy_ha": -634.352720, "gap_ev": 9.884, "largest_force_ev_per_a": 6.3, "symbols": ["Si", "O", "O", "O", "C", "C", "C", "H", "H", "H", "H", "H", "H", "H", "H"], "xyz": [[-0.216, -2.754, -1.221], [-1.200, -3.357, -0.014], [1.193, -3.496, -0.968], [-0.501, -1.669, -2.245], [0.441, 1.814, -0.305], [0.674, 2.133, 1.189], [-0.711, 2.055, 0.644], [1.594, -3.673, -0.118], [1.099, 1.162, 1.762], [0.768, 0.799, -0.607], [-1.407, 1.181, 0.793], [0.637, 2.697, -1.080], [-1.250, 2.918, 0.647], [0.923, 3.073, 1.412], [-2.045, -2.882, 0.110]]}

Record 4
{"formula": "C86H185N9O15", "method": "ωB97M-V/def2-TZVPD", "homo_energy_ha": -0.332, "mol_weight_g_mol": 1585.47, "total_charge": 4, "energy_ha": -5007.486555, "gap_ev": 1.124, "largest_force_ev_per_a": 7.0, "symbols": ["O", "O", "O", "O", "O", "O", "O", "O", "O", "O", "O", "O", "O", "O", "O", "N", "N", "N", "N", "N", "N", "N", "N", "N", "C", "C", "C", "C", "C", "C", "C", "C", "C", "C", "C", "C", "C", "C", "C", "C", "C", "C", "C", "C", "C", "C", "C", "C", "C", "C", "C", "C", "C", "C", "C", "C", "C", "C", "C", "C", "C", "C", "C", "C", "C", "C", "C", "C", "C", "C", "C", "C", "C", "C", "C", "C", "C", "C", "C", "C", "C", "C", "C", "C", "C", "C", "C", "C", "C", "C", "C", "C", "C", "C", "C", "C", "C", "C", "C", "C", "C", "C", "C", "C", "C", "C", "C", "C", "C", "C", "H", "H", "H", "H", "H", "H", "H", "H", "H", "H", "H", "H", "H", "H", "H", "H", "H", "H", "H", "H", "H", "H", "H", "H", "H", "H", "H", "H", "H", "H", "H", "H", "H", "H", "H", "H", "H", "H", "H", "H", "H", "H", "H", "H", "H", "H", "H", "H", "H", "H", "H", "H", "H", "H", "H", "H", "H", "H", "H", "H", "H", "H", "H", "H", "H", "H", "H", "H", "H", "H", "H", "H", "H", "H", "H", "H", "H", "H", "H", "H", "H", "H", "H", "H", "H", "H", "H", "H", "H", "H", "H", "H", "H", "H", "H", "H", "H", "H", "H", "H", "H", "H", "H", "H", "H", "H", "H", "H", "H", "H", "H", "H", "H", "H", "H", "H", "H", "H", "H", "H", "H", "H", "H", "H", "H", "H", "H", "H", "H", "H", "H", "H", "H", "H", "H", "H", "H", "H", "H", "H", "H", "H", "H", "H", "H", "H", "H", "H", "H", "H", "H", "H", "H", "H", "H", "H", "H", "H", "H", "H", "H", "H", "H", "H", "H", "H", "H", "H", "H", "H", "H", "H", "H", "H", "H", "H", "H", "H", "H", "H", "H", "H", "H", "H", "H"], "xyz": [[8.022, -4.076, -1.744], [1.442, -1.372, 4.065], [-0.078, 0.904, -3.251], [7.274, 3.889, 1.059], [5.452, 3.090, 0.120], [7.712, -3.175, 0.313], [2.555, -5.542, -1.797], [0.595, -5.682, -2.994], [1.416, -0.083, -4.296], [3.380, -1.556, 3.038], [2.725, -5.231, -3.758], [2.991, 0.074, 4.509], [8.793, -4.982, 0.114], [-0.493, 0.201, -5.432], [7.376, 2.563, -0.738], [-1.665, 8.559, 3.082], [4.747, -1.221, -9.784], [-3.038, -4.347, -2.084], [6.152, 1.944, 4.405], [-0.659, -5.017, -7.727], [2.932, -0.405, -0.639], [-4.340, -2.022, 5.403], [-1.052, 1.852, 8.528], [-6.569, 2.567, -0.898], [-0.608, 9.694, 3.139], [-2.739, -3.528, -3.402], [-3.185, 10.444, 1.992], [-2.855, -2.394, 5.015], [-1.196, -2.121, -2.004], [-7.132, 1.404, -0.026], [5.435, 2.491, 6.810], [-1.838, 2.775, 7.489], [0.327, 3.129, 6.099], [2.642, -0.884, 3.821], [1.802, 1.139, 1.087], [-3.446, -6.837, -1.196], [-8.625, 1.659, 0.337], [-3.064, -0.749, 10.897], [-0.494, 2.651, 9.747], [0.205, -3.521, -5.787], [-1.176, 11.161, 3.297], [-2.001, -1.466, 2.693], [-7.446, 2.636, -2.167], [-1.086, 4.584, 3.098], [7.508, -1.272, 2.436], [-3.159, -5.895, -2.400], [3.874, -3.095, -11.342], [4.788, -0.991, -12.364], [3.382, -0.542, -9.499], [5.283, -1.516, -7.214], [-3.978, -8.140, -1.787], [1.086, 2.069, 7.026], [-4.125, 2.046, -0.135], [-1.773, -4.933, -8.803], [5.040, -2.122, -1.737], [5.868, 1.371, 5.791], [6.671, 3.296, 0.139], [3.712, -1.944, -2.508], [0.312, 0.459, -4.361], [-5.234, -1.609, 4.165], [-0.759, -6.294, -6.952], [-2.833, -5.752, -10.915], [-1.874, -6.057, -9.784], [0.085, 1.135, 7.856], [-2.049, 11.438, 2.012], [0.692, -4.880, -8.437], [-2.318, -2.046, -3.086], [-2.196, 0.936, 9.068], [-4.965, -3.307, 5.935], [-2.125, -1.317, 4.240], [5.400, -0.563, -11.010], [-1.868, -0.048, 10.212], [-5.617, -0.713, 7.373], [5.383, -0.935, -0.808], [3.147, 0.868, -1.469], [-1.945, -4.267, -1.009], [0.670, 1.460, 2.127], [-5.107, 2.204, -1.381], [4.360, 3.400, 6.275], [4.676, 3.987, 4.950], [6.198, 0.727, 3.338], [5.665, -0.960, -8.610], [-9.472, 1.833, -0.948], [4.538, -2.804, -9.984], [2.562, -1.642, -1.478], [-1.639, -2.804, -0.692], [8.254, -4.045, -0.510], [1.720, -0.170, 0.265], [4.613, -2.492, -12.513], [-6.608, 3.996, -0.257], [7.447, 2.627, 4.388], [-2.397, 8.530, 4.481], [-4.372, -3.738, -1.594], [-2.796, 1.287, -0.373], [-6.162, -3.080, 6.858], [4.207, -0.596, 0.091], [-5.870, -2.019, 7.963], [1.842, -5.425, -2.867], [-4.402, -0.799, 6.419], [1.584, -3.412, -6.464], [5.042, 2.941, 3.870], [-0.962, -3.872, -6.682], [-1.771, 5.900, 2.807], [-0.877, 3.745, 6.754], [7.430, -0.257, 3.532], [-8.975, 2.876, -1.946], [1.765, -4.554, -7.418], [-0.943, 7.175, 2.864], [-2.742, 8.934, 1.989], [4.423, -0.530, -6.312], [4.117, 0.346, -6.884], [-9.438, 0.856, -1.429], [-1.321, 3.073, 10.317], [-6.455, 1.567, 0.813], [-3.334, 7.985, 4.364], [3.997, 4.156, 6.971], [-1.989, -1.571, -4.010], [3.081, -1.025, -8.569], [-3.554, 8.221, 2.131], [-6.349, 4.744, -1.006], [-2.550, 3.341, 8.089], [-1.966, -0.475, 2.239], [6.212, -1.123, -0.126], [-1.554, 11.350, 1.044], [-2.251, -6.070, -2.977], [-2.542, -0.323, 4.399], [7.916, -0.895, 1.498], [-2.251, -6.843, -9.130], [-4.739, -0.885, 3.517], [0.186, -0.457, -5.596], [5.857, -2.277, -2.441], [5.084, 2.183, 7.795], [0.885, -5.809, -8.975], [-1.375, 4.422, 6.059], [3.541, 2.731, 6.012], [4.894, -0.216, -5.380], [1.697, 1.984, 0.406], [-2.302, -2.557, 5.940], [6.629, -1.397, -8.867], [-2.772, 0.330, -0.894], [5.002, -3.045, -1.159], [8.206, 1.917, 4.716], [2.787, 1.219, 1.547], [-1.484, -3.938, -9.142], [-4.396, -2.651, -1.511], [4.897, -2.536, -7.206], [0.615, 0.625, 8.660], [1.162, 1.715, 3.066], [1.660, 1.532, 6.271], [0.031, 9.433, 3.983], [-6.287, -4.062, 7.315], [-3.663, -3.578, -3.979], [-4.245, -3.907, 6.492], [-2.502, 5.904, 3.616], [0.697, -4.099, -9.197], [1.644, -1.342, -1.984], [6.450, -0.854, -10.979], [3.797, -0.539, -12.384], [0.101, 1.954, 10.337], [-2.499, -6.906, -0.663], [-5.267, -3.884, 5.061], [0.094, 2.279, 1.698], [-2.699, 0.440, 8.238], [-3.553, -1.030, 7.063], [-1.340, 0.527, 10.972], [3.476, 1.648, -0.783], [4.427, 0.231, 0.767], [-3.729, 0.057, 11.206], [6.555, 2.256, -1.128], [0.011, 0.608, 2.294], [-0.678, 4.604, 4.108], [5.114, 0.590, 5.696], [5.523, 0.015, -1.324], [-2.146, 1.256, 0.502], [1.660, -2.459, -6.987], [3.255, -5.413, -2.442], [5.250, 0.191, 3.388], [-5.319, 1.296, -1.945], [1.038, 3.946, 5.970], [-0.479, 7.353, 1.894], [4.029, -2.816, -13.374], [8.167, -2.066, 2.786], [6.280, 3.176, 6.890], [-4.121, 0.101, 5.872], [1.731, 2.646, 7.689], [-3.127, -1.333, -2.933], [0.122, 2.632, 5.151], [-8.685, 2.416, 1.119], [-1.923, -3.971, -6.177], [5.867, 0.101, -8.461], [6.707, 0.780, 6.155], [7.879, -3.748, 1.065], [1.887, -5.429, -6.780], [-5.119, -2.286, 8.706], [-3.747, 10.564, 1.066], [4.092, -3.250, -9.095], [-4.851, 2.991, -2.091], [-4.182, -6.436, -0.499], [5.476, 4.712, 5.105], [-2.175, 1.872, -1.051], [-10.453, 2.015, -0.509], [-1.151, -0.818, 9.929], [-7.562, 4.254, 0.203], [-4.269, -8.931, -1.096], [3.548, -1.153, -6.122], [-9.116, 3.912, -1.637], [0.016, 9.516, 2.263], [4.062, -1.473, 0.722], [-3.911, 10.579, 2.793], [1.768, -1.037, 0.925], [-2.711, -6.504, -11.695], [-2.263, -4.907, -0.186], [-6.771, -1.773, 8.525], [-6.974, 3.300, -2.892], [-1.680, 8.243, 5.250], [3.491, -2.828, -3.107], [5.359, 3.339, 2.906], [2.364, -2.539, -0.892], [-0.647, -7.053, -7.727], [-2.672, 9.548, 4.758], [4.223, 2.251, 3.666], [2.660, -0.897, -10.234], [3.366, 0.530, -9.301], [-3.255, -8.670, -2.407], [0.106, 3.459, 9.329], [-0.913, -2.925, -7.220], [-2.339, 2.139, 6.759], [-5.934, 3.995, 0.600], [-2.398, 8.724, 0.976], [-2.845, -1.308, 11.807], [-5.483, 0.021, 8.167], [-1.903, -4.021, -3.897], [-7.030, -2.806, 6.258], [-2.346, 6.048, 1.893], [0.788, -0.428, -0.238], [5.564, -3.018, -12.594], [5.344, 0.503, -10.791], [-0.924, -6.219, -10.293], [-1.792, 11.243, 4.193], [-3.937, -5.747, -3.149], [5.339, -0.646, -13.239], [-3.641, -1.290, 10.146], [-0.122, 7.117, 3.579], [5.484, -3.340, -10.058], [7.356, 3.449, 5.098], [7.658, 2.988, 3.381], [7.398, -0.657, 4.545], [-1.725, 3.701, 3.071], [2.164, 1.113, -1.871], [-0.556, 4.408, 7.557], [-6.929, 0.509, -0.615], [6.132, -1.660, -6.546], [-2.868, -1.967, 2.263], [3.766, 0.859, -2.366], [6.525, -1.551, 2.057], [-2.909, -3.312, 4.431], [-0.870, -2.830, 0.081], [-4.825, -8.021, -2.464], [-6.481, -0.271, 6.877], [-0.180, -2.663, -5.235], [-8.948, 0.836, 0.975], [-3.886, 3.073, 0.143], [-0.305, 11.784, 3.498], [1.309, -0.741, 4.776], [2.834, -2.776, -11.416], [-7.290, 1.644, -2.590], [-1.081, -4.805, -1.400], [3.908, -4.159, -11.576], [2.372, -3.424, -5.710], [3.773, -1.173, -3.275], [-0.217, 0.327, 7.190], [2.726, -4.686, -7.915], [-1.142, -2.048, 2.360], [-2.525, 12.380, 2.285], [-4.464, -4.297, -0.663], [8.420, 0.195, 3.582], [-2.582, -4.836, -11.448], [-1.707, -6.366, -6.419], [-2.881, 1.649, 9.528], [0.056, -6.371, -6.232], [6.235, 1.184, 2.349], [-1.151, -1.192, 4.713], [-2.460, -2.182, -0.337], [-3.836, -5.571, -10.529], [-6.236, -1.306, 4.468], [0.376, -4.388, -5.149], [-0.978, -1.111, -1.658], [-0.280, -2.519, -2.441], [-5.347, -2.452, 3.483], [-2.682, -4.944, -8.201], [-0.230, 4.491, 2.430], [3.858, 4.606, 4.581], [-4.509, 1.556, 0.759], [-9.451, 2.673, -2.905], [-5.103, -3.924, -2.380]]}